Arrangement P

A molecular structure, C46H44N6P2STeZr, computed with ωB97M-V/def2-TZVPD.

Computed properties:
Kohn-Sham gap, eV: 5.56
HOMO energy, eV: -11.76
Lowest unoccupied orbital energy, eV: -6.20

Structure (ORCA input):
```
! wB97M-V def2-TZVPD RIJCOSX def2/J DEFGRID3
* xyz 2 1
Zr -0.197 0.018 0.389
N -2.171 -3.158 2.940
C -1.628 -2.034 2.481
S -2.163 -1.463 0.903
N -0.795 -1.386 3.261
N -0.338 -0.240 2.697
C 0.211 0.629 3.461
C 0.593 1.906 2.861
C 1.001 2.986 3.624
C 1.286 4.186 2.986
C 1.153 4.266 1.609
C 0.740 3.142 0.915
N 0.470 1.983 1.521
H -2.728 -3.739 2.339
H -1.872 -3.517 3.833
H 0.312 0.446 4.526
H 1.092 2.883 4.696
H 1.606 5.046 3.558
H 1.363 5.181 1.074
H 0.620 3.168 -0.161
Te 4.178 -3.306 0.520
C 4.916 -3.511 -1.461
C 6.115 -2.917 -1.835
C 6.528 -3.010 -3.160
N 5.835 -3.645 -4.100
C 4.718 -4.263 -3.722
C 4.228 -4.239 -2.424
C 2.604 -1.970 0.207
P 2.561 -0.230 0.062
C 2.745 0.328 -1.685
C 1.870 1.308 -2.149
C 1.895 1.743 -3.471
C 2.807 1.187 -4.351
C 3.693 0.209 -3.904
C 3.667 -0.211 -2.585
C 4.007 0.559 0.839
C 5.292 0.203 0.428
C 6.404 0.815 0.982
C 6.254 1.798 1.950
C 4.983 2.168 2.358
C 3.870 1.552 1.803
P 0.944 -2.420 0.053
C 0.395 -2.912 -1.625
C -0.918 -3.326 -1.881
C -1.302 -3.683 -3.167
C -0.396 -3.590 -4.219
C 0.891 -3.129 -3.981
C 1.281 -2.795 -2.691
C 0.607 -3.851 1.122
C -0.032 -5.016 0.708
C -0.199 -6.073 1.593
C 0.273 -5.977 2.894
C 0.925 -4.823 3.310
C 1.091 -3.768 2.429
H 6.729 -2.389 -1.117
H 7.456 -2.548 -3.477
H 4.190 -4.812 -4.495
H 3.323 -4.778 -2.176
H 1.174 1.799 -1.465
H 1.235 2.535 -3.803
H 2.846 1.524 -5.379
H 4.409 -0.227 -4.589
H 4.352 -0.986 -2.267
H 5.436 -0.554 -0.326
H 7.393 0.523 0.654
H 7.125 2.275 2.380
H 4.855 2.937 3.110
H 2.891 1.855 2.132
H -1.627 -3.407 -1.065
H -2.300 -4.065 -3.346
H -0.689 -3.891 -5.217
H 1.602 -3.050 -4.793
H 2.290 -2.459 -2.503
H -0.371 -5.129 -0.311
H -0.682 -6.981 1.258
H 0.152 -6.808 3.576
H 1.317 -4.752 4.316
H 1.610 -2.874 2.754
C -3.390 -0.986 -2.970
N -2.756 -0.027 -3.923
C -2.374 -0.695 -5.201
C -1.573 0.692 -3.310
C -2.029 1.520 -2.139
C -2.885 2.589 -2.395
C -3.457 3.305 -1.354
C -3.176 2.947 -0.045
C -2.286 1.909 0.198
C -1.674 1.177 -0.829
H -4.268 -1.417 -3.445
H -3.669 -0.455 -2.065
H -2.659 -1.760 -2.744
H -3.452 0.690 -4.136
H -1.589 -1.414 -4.983
H -2.014 0.057 -5.899
H -3.245 -1.199 -5.612
H -1.147 1.295 -4.113
H -0.855 -0.082 -3.032
H -3.104 2.884 -3.418
H -4.121 4.133 -1.565
H -3.643 3.473 0.778
H -2.096 1.657 1.243
*
```

Löwdin atomic charge list, values in e, 2 entries: 1.25 0.14


Arrangement Q

A molecular structure, C46H44N6P2STeZr, computed with ωB97M-V/def2-TZVPD.

Computed properties:
Kohn-Sham gap, eV: 5.48
HOMO energy, eV: -12.02
Lowest unoccupied orbital energy, eV: -6.54

Structure (ORCA input):
```
! wB97M-V def2-TZVPD RIJCOSX def2/J DEFGRID3
* xyz 2 1
Zr -0.024 0.005 -0.102
N -0.593 -3.827 2.208
C -0.592 -2.898 1.259
S 0.924 -2.299 0.674
N -1.756 -2.508 0.785
N -1.691 -1.461 -0.041
C -2.699 -1.276 -0.824
C -2.720 -0.099 -1.658
C -3.773 0.148 -2.535
C -3.778 1.311 -3.278
C -2.726 2.208 -3.120
C -1.711 1.890 -2.245
N -1.684 0.764 -1.522
H 0.272 -4.246 2.503
H -1.466 -4.238 2.501
H -3.522 -1.983 -0.834
H -4.573 -0.576 -2.614
H -4.586 1.526 -3.964
H -2.706 3.143 -3.662
H -0.883 2.568 -2.092
Te 0.657 3.688 1.446
C 1.381 4.843 3.094
C 2.280 5.879 2.902
C 2.709 6.587 4.019
N 2.299 6.319 5.252
C 1.430 5.329 5.421
C 0.939 4.560 4.374
C 0.411 1.851 2.610
P -1.157 1.234 1.924
C -1.963 0.086 3.091
C -3.156 -0.505 2.671
C -3.853 -1.348 3.516
C -3.362 -1.607 4.791
C -2.198 -0.994 5.225
C -1.500 -0.143 4.380
C -2.364 2.598 2.008
C -2.589 3.218 3.233
C -3.512 4.247 3.318
C -4.229 4.641 2.196
C -4.011 4.017 0.977
C -3.076 2.996 0.883
P 1.698 0.789 1.844
C 2.200 -0.483 3.081
C 1.823 -0.413 4.412
C 2.360 -1.299 5.339
C 3.303 -2.232 4.942
C 3.734 -2.264 3.621
C 3.186 -1.394 2.696
C 3.295 1.674 2.019
C 3.537 2.417 3.169
C 4.799 2.938 3.400
C 5.830 2.694 2.500
C 5.595 1.938 1.361
C 4.326 1.430 1.118
H 2.656 6.134 1.919
H 3.422 7.398 3.920
H 1.112 5.142 6.441
H 0.248 3.746 4.557
H -3.552 -0.275 1.687
H -4.781 -1.798 3.189
H -3.901 -2.277 5.448
H -1.832 -1.172 6.228
H -0.614 0.365 4.730
H -2.044 2.892 4.110
H -3.678 4.745 4.265
H -4.965 5.431 2.273
H -4.565 4.328 0.101
H -2.897 2.509 -0.064
H 1.136 0.359 4.731
H 2.053 -1.242 6.375
H 3.719 -2.925 5.662
H 4.513 -2.950 3.316
H 3.536 -1.407 1.670
H 2.742 2.571 3.888
H 4.981 3.527 4.290
H 6.823 3.073 2.701
H 6.405 1.733 0.672
H 4.134 0.811 0.246
C 4.026 3.411 -1.228
N 3.015 3.878 -2.213
C 2.721 5.323 -2.035
C 1.755 3.065 -2.142
C 1.913 1.621 -2.558
C 2.597 1.368 -3.745
C 2.717 0.082 -4.245
C 2.105 -0.957 -3.569
C 1.413 -0.694 -2.396
C 1.300 0.588 -1.817
H 4.946 3.979 -1.348
H 4.223 2.356 -1.392
H 3.634 3.554 -0.223
H 3.412 3.738 -3.142
H 2.310 5.471 -1.038
H 2.001 5.653 -2.780
H 3.635 5.902 -2.142
H 1.033 3.565 -2.791
H 1.410 3.117 -1.115
H 3.035 2.182 -4.316
H 3.262 -0.104 -5.160
H 2.164 -1.966 -3.954
H 0.934 -1.554 -1.920
*
```

Löwdin atomic charge list, values in e, 2 entries: 1.23 0.14


arrangement P is preferred energetically. Next in line: 139.8 kJ/mol higher.